[1]
The following is a quantum chemistry calculation of 2 unconnected molecules or ions with the total composition C3H10OS, from the OMol25 dataset.

The multiplicity is 2. The total charge is -1. For the HOMO energy (alpha / beta), the calculation gives 1.15 / -5.69 eV. The value obtained for the LUMO energy (alpha / beta) is 3.02 / 3.04 eV. Its expectation value of S² is 0.751. As for the calculated total energy: -593.659745 Ha.

Each line ends with the Mulliken spin population.
Cartesian coordinates (Å):
C 0.089 0.735 0.497  1.18
C 0.713 0.404 -0.807  0.60
S 1.051 1.901 -1.843  -0.28
C -0.626 2.429 -2.184  0.29
H 0.571 1.590 0.981  -0.08
H 0.490 -0.022 1.195  -0.57
H -0.970 0.728 0.481  -0.09
H 0.083 -0.250 -1.407  -0.04
H 1.728 0.016 -0.745  -0.36
H -1.286 2.002 -1.439  -0.04
H -0.811 3.505 -2.081  -0.08
H -0.934 2.180 -3.186  -0.01
H -0.613 -5.004 4.067  -0.31
H 0.349 -4.843 2.840  -0.35
O 0.167 -5.371 3.632  1.13



[2]
The following is a quantum chemistry calculation of a molecular structure, C20H17F5I2N4O3S4Tl, from the OMol25 dataset.

The total charge is -1. For the HOMO energy, the calculation gives -4.34 eV. The value obtained for the LUMO energy is 1.71 eV. As for the calculated total energy: -4077.170366 Ha.

Each line ends with the natural charge from an NBO analysis.
Cartesian coordinates (Å):
Tl 0.649 -0.106 -0.380  1.10
I -5.671 0.456 4.470  0.07
C -4.182 -0.020 3.038  -0.19
C -3.814 -1.339 2.843  -0.26
C -2.872 -1.616 1.883  -0.23
I -2.221 -3.592 1.559  0.12
C -2.258 -0.635 1.065  0.43
O -1.472 -0.977 0.122  -0.79
C -2.611 0.708 1.380  -0.15
C -1.822 1.810 0.738  -0.21
N -0.430 1.707 1.162  -0.66
C -0.203 1.638 2.591  -0.27
C 0.488 0.361 3.023  0.24
C 1.024 0.277 4.304  -0.21
C 1.674 -0.883 4.681  -0.17
C 1.738 -1.935 3.781  -0.26
C 1.157 -1.775 2.535  0.07
N 0.563 -0.648 2.172  -0.47
C -3.564 0.996 2.335  -0.23
H -4.253 -2.130 3.434  0.23
H -2.248 2.792 0.997  0.18
H -1.835 1.686 -0.350  0.20
H 0.128 2.440 0.734  0.43
H -1.161 1.683 3.125  0.22
H 0.409 2.478 2.937  0.22
H 0.950 1.123 4.970  0.21
H 2.130 -0.959 5.658  0.21
H 2.237 -2.854 4.031  0.22
H 1.165 -2.565 1.797  0.22
H -3.828 2.027 2.534  0.21
O 6.381 2.956 -2.832  -0.60
C 5.374 2.639 -2.263  0.18
S 3.754 3.019 -2.855  0.30
C 2.850 2.394 -1.473  -0.42
C 3.579 1.793 -0.492  -0.42
S 2.938 1.025 0.887  -0.21
S 5.329 1.748 -0.744  0.32
S 1.147 2.500 -1.505  -0.27
C -0.097 -0.945 -5.406  -0.42
N -0.705 0.285 -4.960  -0.62
C -0.784 0.606 -3.644  0.81
N -1.501 1.746 -3.369  -0.83
O -0.284 -0.089 -2.776  -0.66
H 0.502 -0.755 -6.298  0.19
H -0.849 -1.711 -5.621  0.19
H 0.551 -1.305 -4.608  0.25
H -1.244 0.814 -5.626  0.38
H -1.543 2.463 -4.074  0.38
H -1.329 2.103 -2.440  0.40
F 2.263 -3.028 -0.682  -0.37
C 1.401 -2.303 -1.470  0.39
F 2.153 -1.953 -2.565  -0.36
C 0.321 -3.277 -1.958  0.89
F -0.845 -2.714 -2.264  -0.30
F 0.703 -3.938 -3.082  -0.34
F 0.074 -4.225 -1.047  -0.32



[3]
The following is a quantum chemistry calculation of a molecular structure, CCl5NO2S, from the OMol25 dataset.

For the HOMO energy (alpha / beta), the calculation gives -10.30 / -9.16 eV. The value obtained for the LUMO energy (alpha / beta) is -1.06 / -3.56 eV. As for the calculated total energy: -2942.280141 Ha.

Each line ends with the natural charge from an NBO analysis.
Cartesian coordinates (Å):
C -1.529 -0.528 0.054  -0.40
N 2.666 -0.819 0.275  -0.46
O 0.573 1.046 -0.497  -0.83
O -1.548 2.177 0.178  -0.82
S -0.893 1.197 -0.704  1.70
Cl -0.896 -1.911 -0.738  0.11
Cl -1.061 -0.495 1.742  0.08
Cl -3.209 -0.479 -0.136  0.10
Cl 3.467 -0.774 -1.154  0.19
Cl 2.429 0.587 0.980  0.32



[4]
The following is a quantum chemistry calculation of 3 unconnected molecules or ions with the total composition C8H19N, from the OMol25 dataset.

For the HOMO energy, the calculation gives -6.66 eV. The value obtained for the LUMO energy is 0.93 eV. As for the calculated total energy: -370.826982 Ha.

Each line ends with the natural charge from an NBO analysis.
Cartesian coordinates (Å):
C -0.592 0.640 0.335  0.14
C 1.486 -1.141 0.002  -0.01
C -0.597 -0.746 0.007  -0.19
C -0.114 1.049 1.708  -0.65
C -0.269 1.677 -0.717  -0.67
C 2.206 -0.458 -1.127  -0.65
C -1.082 -1.304 -1.307  -0.65
C -2.719 0.651 0.512  -0.69
N 2.130 -0.987 1.258  -0.86
H 1.299 -2.195 -0.205  0.18
H -0.865 -1.385 0.847  0.21
H 2.476 -1.826 1.705  0.37
H 2.839 -0.265 1.323  0.36
H -0.383 0.306 2.461  0.22
H -0.544 2.014 1.992  0.21
H 0.971 1.196 1.719  0.21
H -0.920 2.547 -0.582  0.22
H 0.751 2.053 -0.600  0.21
H -0.392 1.320 -1.738  0.22
H 2.402 0.597 -0.912  0.20
H 1.638 -0.515 -2.057  0.21
H 3.187 -0.922 -1.318  0.21
H -0.918 -2.388 -1.330  0.21
H -2.148 -1.161 -1.493  0.22
H -0.586 -0.900 -2.190  0.20
H -2.857 1.006 1.533  0.19
H -3.311 -0.252 0.373  0.19
H -3.091 1.388 -0.199  0.18



[5]
The following is a quantum chemistry calculation of a molecular structure, C22H20ClMnN5O5S2, from the OMol25 dataset.

The multiplicity is 6. The total charge is -2. For the HOMO energy (alpha / beta), the calculation gives -0.66 / -1.39 eV. The value obtained for the LUMO energy (alpha / beta) is 4.36 / 4.36 eV. Its expectation value of S² is 8.760. As for the calculated total energy: -3908.068535 Ha.

Each line ends with the Mulliken spin population.
Cartesian coordinates (Å):
Mn -0.039 -0.999 -0.108  4.59
N -2.242 2.281 -2.210  0.00
C -1.582 1.733 -1.122  0.00
S -2.540 1.232 0.198  0.01
N -0.281 1.766 -1.140  -0.01
N 0.406 1.058 -0.226  0.03
C 1.520 1.577 0.214  0.05
C 2.423 0.949 1.120  -0.01
C 3.605 1.594 1.511  -0.01
C 4.482 1.024 2.408  0.01
C 4.200 -0.228 2.950  0.00
C 3.064 -0.906 2.575  0.02
C 2.146 -0.352 1.660  0.02
O 1.084 -1.003 1.328  0.08
H -3.140 1.841 -2.357  0.00
H -1.670 2.276 -3.046  0.00
H 1.768 2.586 -0.127  0.01
H 3.822 2.573 1.099  0.00
H 5.383 1.546 2.706  0.00
H 4.883 -0.670 3.664  0.00
H 2.841 -1.886 2.970  0.00
Cl 6.599 -3.675 0.511  0.00
C 5.157 -2.919 -0.126  0.00
C 5.278 -1.751 -0.873  0.01
C 4.134 -1.133 -1.325  0.00
C 2.832 -1.638 -1.071  0.02
O 1.808 -1.008 -1.483  0.05
C 2.752 -2.886 -0.334  0.00
C 1.494 -3.457 -0.027  0.03
O 0.359 -3.026 -0.359  0.00
C 3.937 -3.485 0.141  0.00
H 6.254 -1.335 -1.090  0.00
H 4.205 -0.208 -1.881  0.00
H 1.524 -4.383 0.576  0.00
H 3.868 -4.388 0.736  0.00
O -2.511 -0.556 -3.382  0.01
C -1.454 -0.700 -2.774  0.01
O -1.313 -1.014 -1.564  0.04
H -0.495 -0.531 -3.345  0.00
C -4.911 -1.354 -1.439  0.00
C -4.339 -2.385 -0.531  0.00
C -4.685 -3.713 -0.524  0.00
C -4.029 -4.577 0.378  0.00
N -3.079 -4.143 1.208  0.00
C -2.722 -2.875 1.176  0.02
S -1.511 -2.262 2.162  0.01
N -3.386 -1.974 0.354  0.01
C -4.343 -6.043 0.444  0.00
H -5.770 -1.744 -1.983  0.00
H -4.141 -1.050 -2.157  0.00
H -5.198 -0.466 -0.876  0.00
H -5.443 -4.093 -1.195  0.00
H -3.039 -1.010 0.318  -0.01
H -5.404 -6.210 0.639  0.00
H -3.757 -6.487 1.244  0.00
H -4.091 -6.537 -0.496  0.00



[6]
The following is a quantum chemistry calculation of C6H12O in the gas phase, from the OMol25 dataset.

For the HOMO energy, the calculation gives -7.91 eV. The value obtained for the LUMO energy is 0.82 eV. As for the calculated total energy: -310.919124 Ha.

Each line ends with the natural charge from an NBO analysis.
Cartesian coordinates (Å):
C -0.323 -1.344 -2.521  -0.60
C -0.375 -1.446 -0.976  -0.47
C -0.264 -0.176 -0.141  0.22
C 0.309 -0.099 2.072  -0.42
C 0.018 1.329 1.802  -0.48
C 0.775 1.728 0.495  -0.07
O 0.758 0.662 -0.445  -0.53
H -1.156 -0.780 -2.960  0.20
H 0.611 -0.897 -2.871  0.21
H -0.378 -2.359 -2.943  0.21
H -1.337 -1.909 -0.714  0.21
H 0.416 -2.119 -0.651  0.21
H -1.233 0.380 -0.194  0.14
H -0.411 -0.776 2.500  0.19
H 1.262 -0.214 2.650  0.19
H 0.269 2.082 2.563  0.21
H -1.051 1.381 1.603  0.20
H 0.277 2.604 0.068  0.18
H 1.834 1.951 0.662  0.19



[7]
The following is a quantum chemistry calculation of 2 unconnected molecules or ions with the total composition C4H3NO2, from the OMol25 dataset.

For the HOMO energy, the calculation gives -9.01 eV. The value obtained for the LUMO energy is 0.22 eV. As for the calculated total energy: -359.329351 Ha. The SMILES is N=C=C=C=O.C=O.

Each line ends with the natural charge from an NBO analysis.
Cartesian coordinates (Å):
C 3.212 -0.503 -0.194  -0.61
C 2.244 -1.310 -0.290  0.56
C 4.086 0.359 -0.007  0.74
C -1.067 0.605 0.066  0.30
N 1.471 -2.171 -0.010  -0.63
O 4.864 1.243 -0.003  -0.49
O -0.255 -0.172 -0.425  -0.51
H -1.226 1.660 -0.009  0.12
H -1.960 0.281 0.570  0.09
H 0.697 -2.640 -0.545  0.43



[8]
The following is a quantum chemistry calculation of a molecular structure, C11H23N3O3S, from the OMol25 dataset.

For the HOMO energy, the calculation gives -8.44 eV. The value obtained for the LUMO energy is 0.45 eV. As for the calculated total energy: -1220.848992 Ha.

Each line ends with the natural charge from an NBO analysis.
Cartesian coordinates (Å):
C -2.137 -0.705 -0.600  -0.14
C -0.769 -0.069 -0.306  0.69
C -2.476 -2.156 -0.285  -0.39
C -1.396 -3.205 -0.859  -0.43
C -1.868 -3.973 -2.048  -0.43
C -0.813 -4.788 -2.829  -0.26
C 0.407 0.875 1.478  -0.24
C 0.514 0.734 2.864  0.77
C 0.595 2.429 1.152  -0.37
C 2.173 2.781 1.242  -0.54
C 2.506 3.724 -1.722  -0.80
H -1.917 -0.549 -2.777  0.37
H -3.112 0.536 -2.088  0.36
H -2.947 -0.080 -0.192  0.21
H -3.600 -2.290 -0.540  0.24
H -2.244 -2.231 0.685  0.20
H -0.404 -2.733 -1.276  0.21
H -0.943 -3.711 0.049  0.21
H -2.755 -4.548 -1.640  0.20
H -2.222 -3.223 -2.853  0.23
H -1.472 -5.299 -3.611  0.19
H -0.194 -4.111 -3.548  0.20
H -0.532 -6.287 -1.544  0.33
H 0.306 -4.898 -1.287  0.33
H -1.783 0.524 1.543  0.43
H 1.082 0.383 0.824  0.27
H 0.029 3.050 1.984  0.23
H 0.423 2.592 0.128  0.23
H 2.272 3.494 2.230  0.24
H 2.920 1.827 1.021  0.25
H 1.618 2.600 -1.772  0.23
H 3.735 3.409 -2.035  0.24
H 2.137 4.742 -2.349  0.25
H 1.734 0.653 4.170  0.50
N -2.659 -0.475 -2.083  -0.86
N 0.151 -5.778 -2.089  -0.77
N -0.936 0.757 0.916  -0.64
O 0.301 -0.046 -0.901  -0.60
O -0.539 0.736 3.590  -0.62
O 1.810 0.808 3.248  -0.65
S 2.436 4.297 0.104  0.12



Maximum force, respectively: 2.73, 1.33, 2.89, 4.80, 3.87, 1.56, 3.53, 6.48 eV Å⁻¹.